# 1
DFT (the ωB97M-V functional and the def2-TZVPD basis) results for a molecular structure, ClOV at a distorted geometry.

Calculated values
Max |F| = 11.51 eV Å⁻¹
Lowest unoccupied orbital energy (alpha / beta) = -7.71 / -7.48 eV
Total energy = -40245.82181 eV
ΔE to the lowest compared entry with this formula, charge and spin = 148.8 kJ/mol
2S+1 = 2
E_HOMO (alpha / beta) = -16.366 / -16.800 eV
Net charge = +1

The geometry in XYZ format:
```
3
Properties=species:S:1:pos:R:3:forces:R:3
O -0.884880 -23.578440 13.868150 3.424 2.834 0.512
V -0.979430 -22.271140 14.798810 7.420 -1.618 -4.184
Cl -2.664520 -22.897500 15.071130 -10.844 -1.216 3.672
```
Forces are in eV/Å.

***

# 2
DFT (the ωB97M-V functional and the def2-TZVPD basis) results for a molecular structure, ClPS at a distorted geometry.

Calculated values
Max |F| = 2.51 eV Å⁻¹
Lowest unoccupied orbital energy = -2.48 eV
Total energy = -32646.04683 eV
ΔE to the lowest compared entry with this formula, charge and spin = 0.0 kJ/mol
2S+1 = 1
E_HOMO = -10.059 eV

The geometry in XYZ format:
```
3
Properties=species:S:1:pos:R:3:forces:R:3
P 0.324044 0.752883 0.283078 -0.530 -2.050 -0.549
S -1.271497 1.050616 -0.687862 1.205 -0.364 0.719
Cl 0.947453 -1.803500 0.404784 -0.676 2.414 -0.169
```
Forces are in eV/Å.

***

# 3
DFT (the ωB97M-V functional and the def2-TZVPD basis) results for a molecular structure, ClRb.

Calculated values
Max |F| = 0.29 eV Å⁻¹
Lowest unoccupied orbital energy = -0.89 eV
Total energy = -13178.68701 eV
ΔE to the lowest compared entry with this formula, charge and spin = 1.1 kJ/mol
2S+1 = 1
E_HOMO = -8.060 eV

The geometry in XYZ format:
```
2
Properties=species:S:1:pos:R:3:forces:R:3
Rb 5.119061 6.087893 7.264439 0.110 -0.252 0.100
Cl 6.210859 3.554317 8.278401 -0.110 0.252 -0.100
```
Forces are in eV/Å.

***

# 4
DFT (the ωB97M-V functional and the def2-TZVPD basis) results for a molecular structure, CrH12O6 at a distorted geometry.

Calculated values
Max |F| = 3.24 eV Å⁻¹
Lowest unoccupied orbital energy (alpha / beta) = -7.26 / -7.26 eV
Total energy = -40886.59651 eV
ΔE to the lowest compared entry with this formula, charge and spin = 51.1 kJ/mol
2S+1 = 5
E_HOMO (alpha / beta) = -15.708 / -20.584 eV
Net charge = +2

The geometry in XYZ format:
```
19
Properties=species:S:1:pos:R:3:forces:R:3
Cr 6.589000 10.339000 -11.983000 -0.286 -0.028 0.172
O 7.122000 10.306000 -10.022000 -0.347 -0.193 0.059
H 6.507000 9.837000 -9.422000 0.754 0.520 0.101
H 7.492000 11.102000 -9.616000 -0.109 -0.398 0.559
O 6.916000 8.232000 -11.881000 -1.098 -0.033 -0.483
H 7.811000 7.965000 -12.035000 1.030 -0.608 0.010
H 6.417000 7.885000 -12.641000 0.152 -0.336 0.354
O 8.548000 10.665000 -12.644000 1.241 -0.014 -0.938
H 9.292000 10.063000 -12.569000 0.423 -0.245 0.384
H 8.687000 11.018000 -13.535000 -0.045 0.391 0.087
O 6.639000 12.412000 -11.856000 1.326 -0.399 2.927
H 6.365000 13.193000 -12.264000 -1.010 2.028 -1.518
H 7.023000 12.752000 -10.997000 -0.537 -0.415 -1.375
O 4.577000 9.797000 -11.452000 -1.548 0.085 -2.357
H 4.404000 9.464000 -10.599000 -0.559 -0.726 1.776
H 3.754000 9.581000 -11.973000 1.023 0.394 0.840
O 5.983000 10.229000 -13.926000 -2.544 -0.648 -0.960
H 6.229000 10.382000 -14.846000 0.707 0.219 -0.054
H 5.015000 9.993000 -14.057000 1.428 0.406 0.416
```
Forces are in eV/Å.

***

Q: Number 1 is which compound?
A: ClOV

***

Repeat the fourth record exactly.
DFT (the ωB97M-V functional and the def2-TZVPD basis) results for a molecular structure, CrH12O6 at a distorted geometry.

Calculated values
Max |F| = 3.24 eV Å⁻¹
Lowest unoccupied orbital energy (alpha / beta) = -7.26 / -7.26 eV
Total energy = -40886.59651 eV
ΔE to the lowest compared entry with this formula, charge and spin = 51.1 kJ/mol
2S+1 = 5
E_HOMO (alpha / beta) = -15.708 / -20.584 eV
Net charge = +2

The geometry in XYZ format:
```
19
Properties=species:S:1:pos:R:3:forces:R:3
Cr 6.589000 10.339000 -11.983000 -0.286 -0.028 0.172
O 7.122000 10.306000 -10.022000 -0.347 -0.193 0.059
H 6.507000 9.837000 -9.422000 0.754 0.520 0.101
H 7.492000 11.102000 -9.616000 -0.109 -0.398 0.559
O 6.916000 8.232000 -11.881000 -1.098 -0.033 -0.483
H 7.811000 7.965000 -12.035000 1.030 -0.608 0.010
H 6.417000 7.885000 -12.641000 0.152 -0.336 0.354
O 8.548000 10.665000 -12.644000 1.241 -0.014 -0.938
H 9.292000 10.063000 -12.569000 0.423 -0.245 0.384
H 8.687000 11.018000 -13.535000 -0.045 0.391 0.087
O 6.639000 12.412000 -11.856000 1.326 -0.399 2.927
H 6.365000 13.193000 -12.264000 -1.010 2.028 -1.518
H 7.023000 12.752000 -10.997000 -0.537 -0.415 -1.375
O 4.577000 9.797000 -11.452000 -1.548 0.085 -2.357
H 4.404000 9.464000 -10.599000 -0.559 -0.726 1.776
H 3.754000 9.581000 -11.973000 1.023 0.394 0.840
O 5.983000 10.229000 -13.926000 -2.544 -0.648 -0.960
H 6.229000 10.382000 -14.846000 0.707 0.219 -0.054
H 5.015000 9.993000 -14.057000 1.428 0.406 0.416
```
Forces are in eV/Å.

***

Q: ΔE to the lowest compared entry with this formula, charge and spin of number 2 (ClPS)?
A: 0.0 kJ/mol

***

Q: The highest max |F| belongs to which entry?
A: ClOV